Formula: C5H5FO
Source: the OMol25 dataset
Level of theory: wB97M-V/def2-TZVPD

The spin multiplicity is 1. Its energy above the lowest of the compared OMol25 structures with the same formula, charge and spin is 75.2 kcal/mol. The calculation puts the HOMO-LUMO gap at 9.27 eV.

Element x y z (Å)
C 1.30 1.80 -0.51
C 1.30 0.60 -0.27
C -0.92 -1.02 -0.25
C -1.53 0.08 0.49
C 1.10 -0.80 0.07
O -1.20 -1.97 -0.90
F 1.80 -1.69 -0.64
H 1.40 2.69 -1.06
H -1.07 0.97 -0.06
H -2.56 0.03 0.52
H -0.94 0.26 1.43
H 1.32 -0.95 1.16

=====

Formula: C40H34N7O8W
Source: the OMol25 dataset
Level of theory: wB97M-V/def2-TZVPD

The spin multiplicity is 1. As for the charge: +3. Its energy above the lowest of the compared OMol25 structures with the same formula, charge and spin is 0.0 kcal/mol. The calculation puts the HOMO-LUMO gap at 6.92 eV.

Element x y z (Å)
W -0.40 -0.30 0.13
C -1.60 3.07 -0.37
C -2.56 1.99 -0.75
C -3.78 2.43 -1.26
C -4.77 1.55 -1.63
C -4.55 0.20 -1.39
C -3.35 -0.21 -0.85
N -2.32 0.66 -0.61
C -3.17 -1.58 -0.37
C -4.10 -2.60 -0.50
C -3.83 -3.84 0.05
C -2.65 -4.03 0.75
C -1.76 -2.97 0.87
N -2.03 -1.79 0.30
C -0.54 -2.98 1.69
C -0.26 -4.04 2.51
C 0.76 -3.93 3.44
C 1.42 -2.72 3.53
C 1.13 -1.67 2.67
C 1.89 -0.40 2.90
N 0.18 -1.82 1.70
H -1.79 3.95 -0.97
H -0.55 2.81 -0.48
H -1.78 3.35 0.67
H -3.93 3.50 -1.38
H -5.71 1.89 -2.04
H -5.33 -0.52 -1.59
H -5.03 -2.44 -1.03
H -4.54 -4.65 -0.05
H -2.44 -4.98 1.20
H -0.85 -4.95 2.46
H 1.01 -4.75 4.10
H 2.18 -2.57 4.29
H 2.82 -0.64 3.42
H 1.31 0.24 3.57
H 2.15 0.16 2.02
C 4.03 -1.64 0.02
C 2.65 -1.62 0.19
N 1.87 -0.62 -0.23
C 2.46 0.34 -1.00
C 3.85 0.40 -1.20
C 4.64 -0.60 -0.62
C 4.40 1.42 -2.04
C 3.60 2.22 -2.77
C 2.17 2.06 -2.71
C 1.32 2.67 -3.65
C 0.00 2.30 -3.68
C -0.49 1.44 -2.69
N 0.26 0.96 -1.71
C 1.61 1.18 -1.78
H 4.60 -2.47 0.42
H 2.17 -2.45 0.69
H 5.72 -0.56 -0.74
H 5.48 1.50 -2.11
H 4.00 2.96 -3.44
H 1.72 3.36 -4.37
H -0.68 2.67 -4.43
H -1.52 1.14 -2.73
O -2.60 0.87 3.45
C -1.65 0.98 2.73
O -1.45 0.11 1.71
C -0.66 2.08 2.79
C -0.75 3.05 3.78
C 0.18 4.07 3.80
C 1.20 4.17 2.87
C 1.27 3.19 1.91
C 0.36 2.14 1.85
O 0.49 1.26 0.83
N 2.32 3.20 0.89
O 2.13 3.87 -0.09
O 3.26 2.45 1.07
N 0.08 5.11 4.86
O 0.94 5.95 4.86
O -0.79 4.97 5.67
H -1.54 3.01 4.53
H 1.90 4.99 2.92
C 0.94 -1.80 -3.33
C -0.04 -2.45 -2.37
C 0.54 -3.70 -1.73
C -1.38 -2.72 -3.02
O -0.29 -1.48 -1.26
H 1.17 -2.51 -4.13
H 1.88 -1.55 -2.84
H 0.52 -0.91 -3.80
H 0.62 -4.47 -2.50
H -0.10 -4.08 -0.94
H 1.54 -3.52 -1.34
H -1.23 -3.36 -3.89
H -1.85 -1.79 -3.36
H -2.05 -3.24 -2.34

=====

Formula: H3N4O2
Source: the OMol25 dataset
Level of theory: wB97M-V/def2-TZVPD

The spin multiplicity is 1. As for the charge: -1. Its energy above the lowest of the compared OMol25 structures with the same formula, charge and spin is 30.3 kcal/mol. The calculation puts the HOMO-LUMO gap at 8.01 eV.

Element x y z (Å)
N 1.12 1.64 0.29
N -2.53 0.18 0.27
N -1.78 -0.65 -0.08
N 0.49 0.63 -0.14
O 1.16 -0.68 -0.25
O 2.39 1.57 0.47
H -2.22 -1.75 -0.12
H -0.73 -0.41 -0.17
H 2.09 -0.54 -0.26

=====

Formula: C53H41Cl3FeN3O2P2S3
Source: the OMol25 dataset
Level of theory: wB97M-V/def2-TZVPD

The spin multiplicity is 5. As for the charge: +1. The calculation puts the HOMO-LUMO gap (spin up / spin down) at 7.84 / 7.32 eV.

Element x y z (Å)
Fe 0.02 0.19 -0.15
O -2.20 -2.10 2.58
S -0.92 -1.44 2.22
C 0.41 -2.64 2.36
C 0.15 -3.73 3.19
C 1.14 -4.67 3.37
C 2.37 -4.53 2.73
C 2.60 -3.47 1.87
C 1.60 -2.52 1.65
P 1.86 -1.23 0.37
C 2.33 -2.17 -1.12
C 1.29 -2.53 -1.99
C 1.55 -3.29 -3.12
C 2.85 -3.68 -3.40
C 3.89 -3.32 -2.55
C 3.63 -2.57 -1.41
C 3.34 -0.31 0.92
C 3.64 -0.20 2.28
C 4.68 0.62 2.70
C 5.43 1.34 1.77
C 5.12 1.25 0.42
C 4.07 0.44 -0.01
C -0.46 -0.32 3.55
C -0.47 -0.82 4.85
C -0.24 0.04 5.91
C -0.02 1.39 5.67
C -0.04 1.89 4.38
C -0.27 1.04 3.30
P -0.43 1.73 1.60
C -2.14 2.32 1.50
C -3.15 1.72 2.24
C -4.48 2.11 2.05
C -4.80 3.07 1.11
C -3.79 3.66 0.34
C -2.47 3.27 0.53
C 0.63 3.21 1.63
C 0.19 4.47 2.02
C 1.07 5.55 2.05
C 2.39 5.38 1.67
C 2.85 4.12 1.27
C 1.97 3.05 1.25
H -0.82 -3.83 3.65
H 0.96 -5.53 4.02
H 3.15 -5.28 2.88
H 3.54 -3.40 1.34
H 0.27 -2.23 -1.77
H 0.74 -3.57 -3.79
H 3.07 -4.27 -4.29
H 4.91 -3.63 -2.76
H 4.46 -2.28 -0.76
H 3.06 -0.75 3.02
H 4.91 0.70 3.76
H 6.25 1.97 2.10
H 5.69 1.81 -0.31
H 3.82 0.39 -1.06
H -0.66 -1.88 5.03
H -0.24 -0.35 6.93
H 0.16 2.07 6.50
H 0.13 2.95 4.21
H -2.92 0.96 2.98
H -5.26 1.64 2.64
H -5.83 3.37 0.96
H -4.04 4.41 -0.41
H -1.69 3.72 -0.07
H -0.85 4.62 2.32
H 0.71 6.53 2.37
H 3.07 6.23 1.68
H 3.89 3.98 0.98
H 2.33 2.08 0.93
S -3.22 -1.42 -3.05
C -2.20 -0.96 -1.92
N -1.44 -0.61 -1.06
Cl -2.34 8.84 0.40
C -1.70 7.77 -0.81
C -2.35 6.58 -1.08
C -1.81 5.74 -2.04
C -0.63 6.05 -2.73
C -0.19 5.07 -3.80
C 1.20 4.42 -3.64
N 1.09 3.05 -3.11
C 1.35 1.90 -3.82
C 1.11 0.87 -2.97
N 0.75 1.39 -1.73
C 0.75 2.71 -1.85
O -0.28 5.71 -5.07
C -1.25 5.13 -5.96
C -0.97 3.71 -6.39
C -1.61 2.59 -5.94
Cl -2.91 2.51 -4.82
S -1.06 1.15 -6.68
C 0.10 2.02 -7.59
C 0.04 3.35 -7.34
C -0.02 7.27 -2.43
Cl 1.36 7.84 -3.31
C -0.55 8.12 -1.48
H -3.27 6.33 -0.56
H -2.32 4.81 -2.29
H -0.89 4.25 -3.76
H 1.87 4.99 -3.01
H 1.65 4.36 -4.62
H 1.64 1.92 -4.87
H 1.18 -0.19 -3.15
H 0.52 3.44 -1.07
H -1.23 5.77 -6.83
H -2.25 5.19 -5.53
H 0.74 1.49 -8.30
H 0.67 4.09 -7.84
H -0.06 9.07 -1.27

=====

Formula: C5H6O2
Source: the OMol25 dataset
Level of theory: wB97M-V/def2-TZVPD

The spin multiplicity is 1. Its structure (SMILES) is C#C[C@@H](C)OC=O. Its energy above the lowest of the compared OMol25 structures with the same formula, charge and spin is 44.1 kcal/mol. The calculation puts the HOMO-LUMO gap at 11.14 eV.

Element x y z (Å)
C -1.33 -1.26 -0.01
C -0.16 -0.36 0.36
O 0.88 -0.66 -0.60
C 2.04 0.00 -0.47
O 2.33 0.75 0.43
C -0.47 1.07 0.29
C -0.61 2.26 0.17
H -1.67 -1.03 -1.02
H -2.15 -1.12 0.69
H -1.02 -2.31 0.03
H 0.22 -0.60 1.36
H 2.69 -0.24 -1.32
H -0.68 3.32 0.07

=====

Formula: C6H12O
Source: the OMol25 dataset
Level of theory: wB97M-V/def2-TZVPD

The spin multiplicity is 1. Its structure (SMILES) is C[C@H]1OCC1(C)C. Its energy above the lowest of the compared OMol25 structures with the same formula, charge and spin is 23.9 kcal/mol. The calculation puts the HOMO-LUMO gap at 10.46 eV.

Element x y z (Å)
C 1.81 -0.45 -1.14
C 1.10 0.27 -0.01
O 0.89 1.66 -0.29
C -0.47 1.60 0.16
C -0.42 0.06 0.28
C -0.74 -0.48 1.67
C -1.23 -0.66 -0.78
H 2.81 -0.03 -1.26
H 1.91 -1.52 -0.91
H 1.28 -0.33 -2.09
H 1.68 0.15 0.92
H -1.17 2.02 -0.58
H -0.61 2.11 1.12
H -0.21 0.08 2.45
H -0.45 -1.54 1.75
H -1.82 -0.41 1.87
H -0.89 -0.42 -1.80
H -2.29 -0.36 -0.72
H -1.19 -1.75 -0.66

=====

Formula: C27H24N6O8S3Ta
Source: the OMol25 dataset
Level of theory: wB97M-V/def2-TZVPD

The spin multiplicity is 1. As for the charge: +1. The calculation puts the HOMO-LUMO gap at 6.89 eV.

Element x y z (Å)
Ta 1.86 0.66 0.75
N -1.10 1.91 3.84
C -0.18 1.20 3.14
S 1.23 2.10 2.62
N -0.39 -0.05 2.91
N 0.68 -0.58 2.17
C 0.87 -1.84 2.35
C 2.06 -2.55 1.92
C 2.11 -3.94 2.02
C 3.30 -4.62 1.79
C 4.46 -3.90 1.51
C 4.44 -2.52 1.43
C 3.24 -1.86 1.60
O 3.21 -0.50 1.46
H -0.89 2.83 4.17
H -1.86 1.41 4.27
H 0.14 -2.37 2.95
H 1.21 -4.48 2.28
H 3.33 -5.70 1.85
H 5.39 -4.43 1.37
H 5.33 -1.94 1.23
O 2.22 -2.59 -1.92
S 2.17 -1.18 -1.82
O 1.57 -0.38 -2.83
O 1.43 -0.87 -0.43
C 3.87 -0.57 -1.61
C 4.80 -1.55 -1.88
C 6.15 -1.25 -2.06
C 6.59 0.05 -2.00
C 5.68 1.07 -1.71
C 4.35 0.78 -1.51
S 3.45 2.14 -0.85
O 3.88 3.38 -1.35
O 3.50 1.95 0.67
O 1.98 1.76 -1.01
H 4.46 -2.57 -1.98
H 6.85 -2.05 -2.27
H 7.63 0.29 -2.17
H 6.02 2.09 -1.63
C -6.20 0.86 2.55
C -5.78 0.79 1.10
C -5.06 -0.29 0.61
C -4.69 -0.37 -0.73
C -5.02 0.66 -1.59
N -4.65 0.65 -2.97
C -3.53 0.11 -3.54
O -3.49 -0.24 -4.70
N -2.39 0.00 -2.73
C -1.94 0.90 -1.76
C -2.40 2.20 -1.60
C -1.85 2.96 -0.58
C -0.85 2.45 0.21
N -0.37 1.20 0.04
C -0.94 0.45 -0.91
C -5.74 1.75 -1.12
C -6.13 1.80 0.21
H -5.79 0.03 3.12
H -7.29 0.83 2.64
H -5.87 1.79 3.01
H -4.80 -1.10 1.28
H -4.16 -1.24 -1.09
H -5.38 0.82 -3.65
H -1.70 -0.60 -3.15
H -3.15 2.60 -2.25
H -2.19 3.97 -0.41
H -0.40 3.04 0.98
H -0.59 -0.57 -1.01
H -6.01 2.56 -1.79
H -6.70 2.65 0.57

=====

Formula: C41H112N8O12
Source: the OMol25 dataset
Level of theory: wB97M-V/def2-TZVPD

The spin multiplicity is 1. Its structure (SMILES) is CC1(C)CCCC(C)(C)N1O.COC[C@H](C)N.COC[C@H](C)N.COC[C@H](C)N.COC[C@H](C)N.COC[C@H](C)N.COC[C@H](C)N.COC[C@H](C)N.CO.CO.CO.CO. The calculation puts the HOMO-LUMO gap at 8.34 eV.

Element x y z (Å)
C -4.79 -0.59 6.34
C -5.42 -1.51 7.45
C -6.89 -1.07 7.60
C -7.72 -1.95 8.52
C -7.70 -3.35 7.94
C -6.24 -3.94 7.77
N -5.32 -2.92 7.14
O -3.99 -3.41 6.89
C -5.81 -4.44 9.21
C -6.41 -5.07 6.81
C -4.61 -1.09 8.71
H -5.00 0.45 6.56
H -5.25 -0.91 5.41
H -3.74 -0.79 6.11
H -7.01 -0.15 8.17
H -7.42 -0.93 6.66
H -8.71 -1.52 8.62
H -7.23 -2.02 9.49
H -8.12 -3.30 6.94
H -8.29 -4.01 8.58
H -6.63 -4.97 9.70
H -4.94 -5.09 9.09
H -5.45 -3.64 9.85
H -6.91 -5.88 7.34
H -6.87 -4.72 5.88
H -5.41 -5.45 6.62
H -3.59 -1.47 8.74
H -5.16 -1.38 9.60
H -4.50 -0.01 8.81
H -3.97 -3.60 5.96
C -2.87 -2.14 -6.20
C -1.95 -1.78 -7.37
C -2.47 -0.56 -8.20
O -1.46 -0.09 -9.11
C -2.06 0.85 -9.97
N -0.70 -1.46 -6.69
H -3.88 -2.47 -6.44
H -3.04 -1.27 -5.56
H -2.47 -2.93 -5.57
H -1.71 -2.64 -7.99
H -2.69 0.24 -7.49
H -3.41 -0.89 -8.64
H -2.46 1.76 -9.53
H -2.74 0.41 -10.70
H -1.24 1.19 -10.60
H -0.36 -2.31 -6.27
H -0.99 -0.97 -5.86
C -0.30 -6.60 -0.24
C 0.06 -5.22 0.17
C -0.40 -4.86 1.62
O -1.83 -4.85 1.85
C -2.60 -3.99 1.09
N 1.50 -5.07 0.15
H -1.36 -6.76 -0.09
H 0.27 -7.45 0.13
H -0.10 -6.68 -1.31
H -0.30 -4.44 -0.50
H -0.02 -3.90 1.95
H -0.08 -5.69 2.25
H -3.60 -4.41 1.20
H -2.55 -4.04 0.00
H -2.58 -2.93 1.33
H 1.69 -5.27 -0.82
H 1.73 -4.11 0.34
C 8.32 -2.24 2.87
C 7.77 -2.44 1.42
C 8.35 -3.65 0.69
O 9.79 -3.60 0.51
C 10.34 -4.75 -0.15
N 6.36 -2.49 1.52
H 7.96 -2.98 3.59
H 8.04 -1.28 3.29
H 9.41 -2.28 2.82
H 8.06 -1.55 0.87
H 8.06 -3.72 -0.36
H 8.21 -4.59 1.22
H 10.24 -5.60 0.53
H 11.40 -4.66 -0.36
H 9.84 -5.05 -1.07
H 6.11 -3.34 2.00
H 5.98 -1.70 2.03
C 1.36 6.04 -9.22
C 2.76 5.40 -8.92
C 2.87 4.84 -7.48
O 1.99 3.75 -7.23
C 1.00 4.00 -6.26
N 2.96 4.29 -9.83
H 1.04 6.78 -8.50
H 0.66 5.21 -9.20
H 1.37 6.52 -10.20
H 3.59 6.10 -9.00
H 2.78 5.67 -6.77
H 3.81 4.31 -7.34
H 0.58 3.06 -5.91
H 0.26 4.73 -6.59
H 1.45 4.51 -5.41
H 2.73 4.53 -10.78
H 3.95 4.17 -9.97
C -6.54 1.66 -0.81
C -6.28 0.84 -2.07
C -7.62 0.65 -2.91
O -7.37 -0.12 -4.09
C -8.57 -0.64 -4.65
N -5.35 1.59 -2.89
H -7.22 2.49 -1.02
H -5.61 2.03 -0.37
H -7.17 1.09 -0.13
H -5.77 -0.09 -1.83
H -7.99 1.62 -3.24
H -8.38 0.25 -2.23
H -9.26 -0.97 -3.87
H -8.24 -1.52 -5.20
H -9.14 0.13 -5.18
H -5.67 2.54 -2.93
H -5.66 1.20 -3.77
C -0.05 6.13 7.58
C 0.90 5.56 6.52
C 0.48 4.18 5.98
O 1.25 3.80 4.85
C 2.65 3.41 5.18
N 1.00 6.52 5.44
H 0.12 7.15 7.91
H -0.06 5.50 8.47
H -1.09 5.94 7.31
H 1.89 5.44 6.97
H -0.57 4.24 5.72
H 0.49 3.40 6.73
H 2.75 2.43 5.66
H 3.12 4.10 5.88
H 3.23 3.35 4.26
H 0.08 6.63 5.02
H 1.48 6.14 4.64
C 9.49 -1.15 -4.91
C 8.00 -1.08 -5.13
C 7.33 0.26 -4.72
O 5.90 0.21 -4.72
C 5.34 -0.47 -3.60
N 7.67 -1.45 -6.49
H 10.02 -0.22 -5.07
H 10.02 -1.93 -5.46
H 9.66 -1.45 -3.87
H 7.51 -1.87 -4.56
H 7.57 1.06 -5.41
H 7.76 0.57 -3.77
H 4.25 -0.39 -3.65
H 5.62 -0.18 -2.59
H 5.61 -1.52 -3.65
H 8.33 -1.10 -7.17
H 7.76 -2.46 -6.51
C -1.79 6.79 -0.23
O -1.37 6.98 -1.57
H -1.52 5.78 0.08
H -1.34 7.55 0.41
H -2.88 6.82 -0.18
H -0.41 7.04 -1.49
C 2.31 -2.56 6.38
O 3.68 -2.82 6.43
H 2.01 -2.08 5.45
H 1.76 -3.50 6.39
H 2.04 -2.02 7.29
H 3.88 -3.53 5.82
C -0.39 1.05 0.36
O -0.83 0.39 -0.80
H -1.15 1.12 1.14
H 0.41 0.44 0.78
H -0.14 2.10 0.23
H -1.66 0.79 -1.09
C 3.41 6.17 -0.19
O 2.91 6.74 -1.42
H 4.07 6.99 0.09
H 2.55 6.17 0.48
H 3.78 5.15 -0.24
H 3.67 6.99 -1.96

=====

Formula: H2N2OS
Source: the OMol25 dataset
Level of theory: wB97M-V/def2-TZVPD

The spin multiplicity is 1. Its energy above the lowest of the compared OMol25 structures with the same formula, charge and spin is 102.9 kcal/mol. The calculation puts the HOMO-LUMO gap (spin up / spin down) at 7.39 / 7.42 eV.

Element x y z (Å)
N -1.67 -0.74 -0.20
N 0.90 0.16 -0.95
O -1.55 0.01 0.64
S 0.38 1.02 0.21
H 1.24 -0.80 -0.96
H 0.70 0.36 1.25